No. 1
This record from the OMol25 dataset describes a structure of composition C22H60N5O10V. The level of theory is ωB97M-V with the def2-TZVPD basis set.

```
98
Properties=species:S:1:pos:R:3:forces:R:3
O 5.08414 13.40000 17.09537 -2.274 0.006 1.164
V 6.46898 13.35336 16.45011 2.680 -0.611 0.953
O 6.32730 13.02081 14.94731 -0.076 -0.287 -1.687
C 10.00110 14.27064 17.73050 -1.090 3.202 -1.296
C 8.64573 13.94145 17.28267 -1.723 -3.010 2.236
O 8.26129 12.71942 17.40018 -0.207 -0.090 -1.045
O 7.69314 14.72446 16.98524 0.952 2.404 -0.776
H 10.69628 13.59364 17.33430 1.117 -0.620 -0.736
H 10.11999 14.30120 18.78525 -0.359 -0.259 1.034
H 10.05219 15.33141 17.38992 1.066 -0.667 0.110
O 12.27160 21.29482 21.86040 -0.287 -0.279 -0.092
H 11.50627 20.97461 21.33860 0.857 0.791 0.277
H 12.59110 22.15411 21.54369 -0.571 -0.513 -0.185
C 7.77377 11.34785 8.54439 -0.329 -1.536 1.998
C 8.61482 11.50916 9.84869 1.008 -1.762 -0.757
C 7.92956 12.06422 11.06949 0.347 1.764 -0.242
O 7.84630 13.48994 10.81603 0.049 -1.509 -0.627
C 7.56473 14.24477 11.92884 -0.652 0.720 0.196
N 9.04603 10.14593 10.18748 -1.710 -0.911 -1.089
H 7.38492 12.29705 8.31455 -1.098 1.020 -0.480
H 6.98245 10.50500 8.69715 1.107 1.725 -0.291
H 8.43071 11.05478 7.74201 0.284 -0.198 -0.268
H 9.50179 12.11473 9.58916 -0.430 0.166 0.269
H 8.51997 11.89520 12.00229 -0.307 -0.087 -0.723
H 6.93426 11.64492 11.19778 -0.204 -0.130 0.098
H 7.45416 15.26092 11.56362 -0.079 0.287 0.177
H 8.37512 14.22572 12.63816 0.516 -0.042 0.592
H 6.64545 13.94784 12.44061 -0.078 -0.078 0.033
H 8.82070 9.51131 9.40718 0.606 0.371 0.875
H 9.94280 9.98303 10.56818 0.970 0.243 0.272
C 16.16887 11.78861 17.12221 -1.459 -2.294 0.613
C 14.63767 11.61939 16.87455 0.818 2.020 -1.566
C 13.99160 12.01489 18.16519 -1.029 -1.028 0.335
O 12.59268 12.27492 18.08525 1.010 -0.408 0.237
C 11.87097 11.08728 18.27130 -1.421 0.143 -2.048
N 14.17447 12.51847 15.75180 1.551 -1.118 0.304
H 16.40350 12.67016 17.67536 0.027 0.735 0.255
H 16.77925 11.73073 16.24100 0.116 -0.157 -0.439
H 16.33130 10.90017 17.78079 0.775 0.656 -0.375
H 14.40291 10.59788 16.61394 0.055 -0.497 0.043
H 14.41147 12.88932 18.55707 0.778 1.488 0.359
H 14.19169 11.21551 18.90272 -0.150 0.226 -0.105
H 11.98711 10.38307 17.37893 -0.024 0.646 1.096
H 10.83142 11.47018 18.24210 0.233 -0.911 0.390
H 12.13687 10.58073 19.18786 -0.077 -0.140 0.354
H 13.26777 12.84390 15.94346 -1.450 0.476 0.440
H 14.08885 11.95642 14.90974 0.166 0.165 0.033
C 11.64923 8.26083 12.43822 -0.887 0.176 -1.031
C 12.76062 9.16423 11.99889 1.090 0.298 0.759
C 12.73112 10.44665 12.90684 -0.550 -0.098 -0.699
O 11.51642 11.13279 12.52624 0.626 0.492 0.064
C 10.96787 11.97834 13.54821 2.419 -0.313 0.282
N 14.13171 8.53297 11.98287 -0.736 -0.235 -0.940
H 10.65815 8.65916 12.33015 -0.449 1.215 0.219
H 11.72771 7.97330 13.44179 0.363 -0.726 1.522
H 11.47552 7.43197 11.79634 0.763 -1.306 -0.493
H 12.54759 9.50117 10.99073 0.194 0.203 -0.239
H 13.64514 11.06839 12.76638 -0.592 -0.219 -0.098
H 12.62600 10.20785 13.97969 0.270 -0.302 -0.178
H 11.74103 12.73885 13.92570 -0.872 -0.896 -0.506
H 10.72198 11.29996 14.37396 -0.486 0.500 0.187
H 10.15138 12.52849 13.12533 -0.533 0.017 -0.045
H 14.20967 7.73259 11.30117 -0.426 1.302 1.006
H 14.38833 8.16029 12.88613 -0.153 -0.049 0.179
C 6.95812 17.64207 14.68468 -2.326 0.099 0.104
C 8.11090 18.43310 15.27199 -0.736 -0.812 0.712
C 8.91133 19.09511 14.16822 0.838 -1.595 0.806
O 9.68492 18.03484 13.60890 -0.973 -0.234 1.845
C 10.29080 18.38884 12.46303 0.002 1.734 -1.973
N 7.59406 19.39356 16.27800 1.628 -0.326 0.076
H 6.34677 17.11554 15.45438 0.938 0.049 -0.191
H 7.28358 16.92855 13.93514 0.133 -0.100 -0.039
H 6.11760 18.24936 14.22622 1.254 -0.039 0.116
H 8.74878 17.61164 15.76384 -0.538 1.607 -0.378
H 9.57513 19.84800 14.58072 0.243 0.372 0.035
H 8.27711 19.52538 13.41935 -0.517 0.409 -0.562
H 9.55249 18.73062 11.71986 0.023 -0.085 -0.143
H 10.80673 17.57256 12.04740 0.705 -1.192 -0.455
H 10.99061 19.21927 12.56331 0.304 0.187 0.252
H 6.94130 20.04378 15.86745 -0.187 0.045 -0.274
H 8.41471 19.95092 16.56789 -0.782 -0.215 0.067
C 12.83112 14.74360 10.68215 0.216 -0.592 0.123
C 13.83305 14.56625 11.78197 0.240 0.512 1.611
C 15.23888 14.83395 11.28870 0.833 -2.308 0.274
O 15.58773 13.78007 10.33455 -0.191 0.901 1.179
C 16.73127 13.99365 9.53886 0.059 0.283 -0.592
N 13.60487 15.58041 12.89216 0.741 -1.111 -0.416
H 11.84514 14.49564 10.99624 -0.931 -0.279 0.375
H 13.07151 14.11049 9.84845 0.169 -0.300 -0.434
H 12.81435 15.75679 10.34487 0.136 0.862 -0.231
H 13.85707 13.54714 12.24591 -0.404 0.516 -0.667
H 15.93425 14.87557 12.16628 -0.287 -0.166 -0.756
H 15.26320 15.74005 10.77412 0.112 1.840 -0.781
H 16.76719 14.99694 9.04026 -0.497 -0.528 0.252
H 16.57940 13.21513 8.73962 1.008 0.723 0.775
H 17.70622 13.98413 10.10592 -0.862 -0.678 -0.427
H 12.65246 15.89866 12.97427 -0.282 -0.202 -0.173
H 13.85018 15.09895 13.75691 -0.117 0.449 -0.019
```
Positions in Å, forces in eV/Å.

The HOMO energy is -8.82 eV. The value obtained for the relative energy (zero: lowest compared OMol25 entry of this formula, charge and spin) is 5.9 kcal/mol. The orbital gap is 7.79 eV. For the LUMO energy, the calculation gives -1.039 eV.

No. 2
This record from the OMol25 dataset describes a cluster of 10 separate species, C22H61N20O11 in total. The level of theory is ωB97M-V with the def2-TZVPD basis set.

```
114
Properties=species:S:1:pos:R:3:forces:R:3
C 0.04615 -4.88870 3.92864 -0.088 0.094 0.211
O -1.05460 -5.37169 3.17100 -0.142 0.226 -0.095
C -0.77949 -5.33483 1.78119 0.018 -0.157 -0.061
C -1.51350 -4.21346 1.02317 -0.217 0.061 0.240
C -1.14626 -4.29327 -0.48126 0.447 -0.176 -0.082
C 0.26993 -4.71267 -0.79292 0.056 -0.020 0.018
N 1.34616 -4.14592 -0.42596 -0.162 0.332 -0.026
C -1.16733 -2.86593 1.67318 -0.031 0.135 0.036
C -1.97895 -1.63001 1.20694 0.363 0.448 0.221
C -1.17491 -0.84274 0.17116 0.052 -0.110 0.222
C -2.25425 -0.67139 2.39043 -0.512 -0.099 -0.317
N -3.26373 -2.07414 0.60478 0.462 -0.551 -0.205
O -3.33709 -2.03475 -0.66878 -0.216 0.191 -0.066
C -3.94238 -3.23528 1.22340 -0.389 -0.359 0.076
C -5.22953 -3.50074 0.43929 0.118 0.147 0.236
C -4.29684 -2.95109 2.67623 -0.151 0.607 -0.002
C -3.02432 -4.48308 1.18526 -0.150 0.081 -0.166
H 0.52014 -4.04162 3.44336 0.106 0.064 0.003
H 0.78904 -5.66780 4.09514 0.101 -0.075 -0.049
H -0.30888 -4.52997 4.89252 -0.098 -0.092 0.078
H -1.07326 -6.29641 1.35008 -0.052 -0.077 -0.036
H 0.29637 -5.23637 1.64773 0.101 -0.051 -0.100
H -1.80420 -4.98995 -0.99287 -0.090 -0.042 0.022
H -1.30307 -3.34422 -0.98781 -0.237 0.059 0.032
H 0.38306 -5.60677 -1.40449 0.016 -0.068 -0.070
H 1.10515 -3.31228 0.11861 0.072 0.050 0.005
H -1.28547 -2.97081 2.74903 -0.071 -0.068 0.098
H -0.11682 -2.61165 1.51990 0.105 -0.076 0.050
H -0.76868 -1.47815 -0.61078 -0.136 0.057 -0.219
H -1.75537 -0.02633 -0.24392 -0.024 0.039 -0.125
H -0.33182 -0.39529 0.69469 0.074 0.016 0.000
H -3.21218 -0.17647 2.22575 -0.004 0.108 -0.047
H -2.32344 -1.17352 3.34804 0.171 0.041 0.145
H -1.50445 0.11099 2.42257 0.189 -0.014 0.132
H -5.84986 -4.19085 1.00825 0.002 -0.159 -0.010
H -5.78642 -2.57267 0.32453 -0.058 0.050 -0.086
H -5.01821 -3.92071 -0.53805 -0.027 0.053 -0.121
H -4.93967 -3.73917 3.06085 0.081 -0.187 0.001
H -3.41607 -2.86892 3.30279 0.014 -0.054 0.123
H -4.84935 -2.01472 2.76674 -0.004 0.054 0.014
H -3.19496 -5.02676 2.11343 0.076 -0.025 0.101
H -3.36210 -5.13700 0.38222 0.074 -0.063 -0.087
C -2.16685 3.06441 -0.97171 -0.025 -0.038 -0.239
O -1.36689 2.50868 -0.23589 -0.035 -0.029 0.136
N -2.54657 2.51329 -2.16756 -0.103 0.009 0.275
N -2.70992 4.28082 -0.68981 -0.246 -0.142 0.209
H -3.15848 2.96330 -2.82263 0.211 0.082 -0.147
H -2.15104 1.62450 -2.40931 -0.009 -0.024 -0.008
H -2.40194 4.73568 0.14782 0.105 0.053 -0.041
H -3.34564 4.75520 -1.30055 0.093 0.033 -0.092
C -3.26548 -3.29517 -3.97846 -0.121 0.089 0.116
O -2.46842 -3.93508 -3.31108 0.099 -0.126 -0.129
N -3.68549 -3.72279 -5.21305 0.002 0.007 -0.009
N -3.80096 -2.12291 -3.54135 0.177 0.036 -0.044
H -4.34103 -3.21870 -5.77761 -0.008 0.023 0.010
H -3.30815 -4.58628 -5.55220 0.015 -0.021 0.011
H -3.49964 -1.79830 -2.63495 -0.145 -0.064 0.071
H -4.46810 -1.58933 -4.06363 -0.001 -0.021 -0.042
C -3.19924 -2.53842 6.36678 -0.060 -0.108 0.028
O -2.72952 -1.65411 5.67390 0.010 0.034 -0.015
N -3.18738 -3.84918 5.97903 0.042 0.014 -0.037
N -3.77991 -2.28658 7.58182 0.011 -0.001 -0.047
H -3.57057 -4.59951 6.52038 -0.003 0.017 0.046
H -2.76508 -4.05600 5.09150 0.026 -0.097 -0.023
H -3.80208 -1.33285 7.88790 0.011 0.026 -0.004
H -4.17120 -2.99865 8.16700 0.011 -0.027 -0.006
C 1.07158 4.92709 -2.15055 0.113 -0.067 0.068
O 0.20649 5.75463 -1.90119 0.004 -0.009 -0.048
N 2.39533 5.24361 -2.22658 -0.204 0.025 0.062
N 0.77013 3.61420 -2.40139 0.012 0.209 -0.330
H 3.12259 4.59202 -2.45070 0.061 0.045 -0.041
H 2.65279 6.19841 -2.06449 0.059 0.026 -0.015
H -0.19504 3.34175 -2.35961 -0.011 -0.084 0.123
H 1.46441 2.92355 -2.61308 0.030 -0.033 0.130
C 3.50606 -3.28438 3.66362 -0.159 0.160 -0.201
O 2.72530 -3.54348 4.56507 0.112 -0.067 0.056
N 4.74824 -2.76039 3.90371 0.040 -0.099 0.014
N 3.20183 -3.48111 2.34531 0.126 -0.076 0.241
H 5.39549 -2.51990 3.17814 -0.037 0.038 -0.055
H 4.99527 -2.59004 4.85930 -0.025 0.022 0.024
H 2.30046 -3.85999 2.12651 0.005 -0.050 -0.010
H 3.80944 -3.23110 1.58730 -0.033 0.024 -0.055
C 4.54517 -1.69322 -0.35640 0.091 0.089 -0.107
O 3.74024 -0.84427 -0.02075 0.008 -0.026 0.007
N 5.90098 -1.45923 -0.32638 -0.032 -0.080 0.108
N 4.17259 -2.94261 -0.76071 -0.040 0.089 0.143
H 6.58563 -2.13453 -0.60665 -0.008 -0.004 -0.057
H 6.20034 -0.54844 -0.03456 -0.017 0.040 -0.024
H 3.18410 -3.15353 -0.79670 0.065 -0.218 -0.075
H 4.82644 -3.65148 -1.03298 0.018 0.002 -0.047
C -1.23539 3.44570 -5.83690 0.178 -0.005 -0.097
O -2.13062 3.40296 -5.00817 -0.052 0.002 -0.031
N -0.00303 3.96723 -5.57424 -0.223 0.031 0.054
N -1.40674 2.95871 -7.10842 -0.004 0.008 0.036
H 0.73958 3.98916 -6.24553 -0.008 0.002 -0.030
H 0.16349 4.32259 -4.64702 0.022 -0.062 0.036
H -2.30143 2.56863 -7.33263 -0.024 -0.003 0.005
H -0.69170 2.97926 -7.80910 0.020 0.014 0.004
C 5.96942 6.77829 -3.15681 0.019 0.096 0.076
O 5.11300 5.91911 -3.29239 0.030 -0.088 -0.053
N 7.02955 6.88582 -4.02035 -0.018 -0.001 0.005
N 5.93112 7.69036 -2.14627 -0.065 -0.115 -0.078
H 7.74573 7.57992 -3.93223 0.002 0.012 0.023
H 7.07683 6.22604 -4.77250 -0.012 -0.021 -0.010
H 5.16309 7.63911 -1.49320 -0.021 0.156 0.099
H 6.62320 8.40332 -2.02094 0.057 -0.029 -0.016
C 4.01813 9.53396 0.48761 -0.125 0.126 0.053
O 3.91907 8.44811 -0.05893 0.106 -0.111 -0.073
N 4.26681 10.68255 -0.21362 0.109 -0.069 0.038
N 3.88044 9.68074 1.83696 0.063 -0.011 -0.044
H 4.33932 11.58635 0.21195 -0.034 0.007 0.019
H 4.33558 10.60434 -1.21063 -0.054 -0.007 -0.027
H 3.68501 8.85327 2.36848 -0.019 -0.024 -0.005
H 3.94466 10.56201 2.30829 -0.021 0.022 -0.014
```
Positions in Å, forces in eV/Å.

The HOMO energy (spin up / spin down) is -7.53 / -8.85 eV. Its expectation value of S² is 0.7541. As for the spin multiplicity: 2. The orbital gap (spin up / spin down) is 8.07 / 9.39 eV. For the LUMO energy (spin up / spin down), the calculation gives 0.536 / 0.536 eV.

no.,largest force on an atom (eV Å⁻¹)
1,4.13
2,0.75